{
  "formula": "C38H42N6O11PRuSTe",
  "method": "wB97M-V/def2-TZVPD",
  "s2": 0.775,
  "lumo_energy_ev": [2.1, 2.1],
  "homo_ev": [-0.94, -2.16],
  "energy_ha": -3732.144042,
  "largest_force_ev_per_a": 3.89,
  "multiplicity": 2,
  "charge": -2,
  "symbols": ["Ru", "O", "C", "O", "C", "C", "C", "N", "C", "C", "C", "O", "O", "H", "H", "H", "O", "N", "O", "C", "C", "C", "C", "C", "C", "N", "C", "C", "N", "C", "C", "C", "C", "H", "H", "H", "H", "H", "H", "H", "C", "C", "C", "N", "C", "S", "N", "C", "O", "C", "C", "C", "C", "C", "C", "H", "H", "H", "H", "H", "H", "H", "H", "H", "H", "H", "H", "H", "H", "Te", "C", "C", "C", "C", "O", "P", "O", "O", "O", "C", "C", "C", "C", "H", "H", "H", "H", "H", "H", "H", "H", "H", "H", "H", "H", "H", "H", "H", "H", "H", "H"],
  "positions_angstrom": [[-0.050, 0.256, 0.015], [-2.752, 4.577, 5.055], [-3.414, 3.921, 4.230], [-4.641, 3.893, 4.038], [-2.586, 3.034, 3.294], [-1.278, 3.373, 2.971], [-0.550, 2.598, 2.088], [-1.048, 1.485, 1.541], [-2.305, 1.142, 1.853], [-3.100, 1.886, 2.704], [-2.814, -0.075, 1.136], [-3.927, -0.514, 1.351], [-1.978, -0.546, 0.279], [-0.841, 4.250, 3.428], [0.460, 2.844, 1.799], [-4.121, 1.580, 2.884], [-0.225, 4.324, -5.828], [0.690, 3.512, -5.811], [1.521, 3.419, -6.702], [0.811, 2.613, -4.664], [1.891, 1.794, -4.678], [2.150, 0.896, -3.607], [3.256, 0.026, -3.582], [3.435, -0.788, -2.496], [2.510, -0.745, -1.445], [1.452, 0.054, -1.460], [1.270, 0.870, -2.527], [0.100, 1.709, -2.531], [-0.725, 1.556, -1.462], [-1.852, 2.246, -1.422], [-2.193, 3.147, -2.430], [-1.363, 3.334, -3.505], [-0.167, 2.592, -3.591], [2.563, 1.832, -5.523], [3.946, 0.016, -4.417], [4.273, -1.466, -2.428], [2.617, -1.367, -0.564], [-2.489, 2.078, -0.564], [-3.117, 3.702, -2.346], [-1.624, 4.031, -4.282], [0.219, -6.189, -3.737], [1.441, -5.944, -2.863], [1.543, -4.489, -2.412], [0.501, -4.158, -1.466], [-0.463, -3.236, -1.642], [-0.669, -2.357, -3.068], [-1.313, -3.093, -0.593], [-1.108, -3.687, 0.668], [-0.811, -2.961, 1.678], [-1.249, -5.116, 0.778], [-1.743, -5.918, -0.277], [-1.783, -7.292, -0.157], [-1.354, -7.922, 1.013], [-0.898, -7.138, 2.074], [-0.852, -5.763, 1.971], [0.199, -7.212, -4.116], [0.205, -5.504, -4.586], [-0.697, -6.017, -3.172], [2.357, -6.204, -3.405], [1.395, -6.587, -1.979], [1.433, -3.813, -3.260], [2.517, -4.301, -1.948], [0.577, -4.562, -0.538], [-1.776, -2.177, -0.550], [-2.094, -5.437, -1.181], [-2.155, -7.886, -0.985], [-1.384, -9.001, 1.099], [-0.570, -7.614, 2.992], [-0.492, -5.151, 2.786], [0.975, -1.553, 1.659], [1.933, 1.545, 4.363], [3.406, 1.538, 3.987], [4.170, 2.604, 4.756], [4.031, 0.166, 4.236], [3.538, 1.956, 2.604], [3.069, 1.143, 1.302], [1.890, 1.818, 0.684], [2.977, -0.329, 1.587], [4.342, 1.283, 0.333], [5.003, 2.492, -0.059], [5.366, 2.282, -1.524], [6.254, 2.624, 0.800], [4.133, 3.738, 0.076], [1.808, 1.211, 5.395], [1.369, 0.866, 3.721], [1.510, 2.543, 4.266], [4.155, 2.382, 5.822], [3.718, 3.583, 4.594], [5.207, 2.643, 4.418], [4.286, 0.084, 5.293], [4.937, 0.045, 3.642], [3.351, -0.639, 3.970], [5.924, 1.352, -1.645], [5.977, 3.110, -1.886], [4.460, 2.220, -2.132], [6.868, 1.728, 0.707], [5.972, 2.745, 1.845], [6.842, 3.491, 0.490], [3.211, 3.627, -0.491], [4.690, 4.594, -0.309], [3.867, 3.930, 1.114]]
}



{
  "formula": "C30H27ClGaO3PS",
  "method": "wB97M-V/def2-TZVPD",
  "lumo_energy_ev": -1.8,
  "homo_ev": -8.23,
  "energy_ha": -4509.625495,
  "largest_force_ev_per_a": 2.67,
  "symbols": ["C", "C", "C", "H", "C", "C", "H", "H", "H", "H", "Ga", "Cl", "P", "C", "C", "H", "C", "H", "C", "H", "C", "H", "C", "H", "C", "C", "H", "C", "H", "C", "H", "C", "H", "C", "H", "C", "C", "H", "C", "H", "C", "H", "C", "H", "C", "H", "C", "C", "C", "C", "C", "C", "C", "S", "O", "O", "O", "H", "H", "H", "H", "H", "H", "H"],
  "positions_angstrom": [[2.588, 1.906, 0.060], [1.877, 1.725, -1.154], [0.614, 2.347, -1.049], [2.310, 1.298, -2.057], [0.507, 2.929, 0.277], [1.778, 2.664, 0.948], [2.120, 3.202, 1.830], [3.627, 1.641, 0.224], [-0.106, 2.502, -1.854], [-0.204, 3.689, 0.600], [0.136, 0.942, 1.111], [-1.988, 0.653, 1.269], [-1.565, -0.944, -1.792], [-2.755, -0.039, -2.856], [-2.889, -0.242, -4.239], [-2.236, -0.942, -4.759], [-3.872, 0.449, -4.954], [-3.981, 0.267, -6.025], [-4.708, 1.360, -4.301], [-5.476, 1.895, -4.862], [-4.558, 1.589, -2.928], [-5.211, 2.297, -2.414], [-3.575, 0.910, -2.210], [-3.436, 1.096, -1.144], [-0.558, -1.802, -3.061], [0.500, -1.056, -3.623], [0.670, -0.031, -3.290], [1.308, -1.623, -4.606], [2.125, -1.039, -5.037], [1.068, -2.933, -5.042], [1.697, -3.371, -5.819], [0.025, -3.677, -4.483], [-0.173, -4.694, -4.825], [-0.776, -3.123, -3.479], [-1.574, -3.717, -3.033], [-2.620, -2.310, -1.170], [-3.895, -2.614, -1.672], [-4.341, -1.995, -2.451], [-4.596, -3.717, -1.177], [-5.579, -3.955, -1.588], [-4.041, -4.509, -0.167], [-4.588, -5.374, 0.211], [-2.783, -4.190, 0.361], [-2.345, -4.807, 1.148], [-2.086, -3.082, -0.116], [-1.121, -2.807, 0.314], [5.034, 3.578, 7.215], [4.305, 2.693, 6.237], [4.576, 2.782, 4.869], [3.919, 1.968, 3.946], [2.947, 1.070, 4.386], [2.658, 0.969, 5.750], [3.342, 1.770, 6.663], [2.113, -0.008, 3.231], [2.920, -0.101, 2.028], [1.792, -1.206, 3.953], [0.832, 0.840, 2.961], [6.120, 3.421, 7.153], [4.864, 4.648, 7.022], [4.720, 3.367, 8.243], [5.319, 3.499, 4.518], [4.171, 2.006, 2.889], [1.922, 0.249, 6.091], [3.129, 1.685, 7.730]]
}



{
  "formula": "C8H15Br3FO5STl",
  "method": "wB97M-V/def2-TZVPD",
  "s2": 0.757,
  "lumo_energy_ev": [-4.9, -9.9],
  "homo_ev": [-12.46, -12.45],
  "energy_ha": -9082.190343,
  "largest_force_ev_per_a": 3.01,
  "multiplicity": 2,
  "charge": 1,
  "symbols": ["Tl", "F", "O", "C", "O", "C", "C", "C", "H", "H", "H", "H", "H", "H", "O", "S", "O", "O", "C", "C", "C", "H", "H", "H", "H", "H", "H", "H", "H", "C", "Br", "Br", "Br", "H"],
  "positions_angstrom": [[2.799, 1.228, 2.956], [1.427, 1.884, 0.459], [0.054, -0.129, 2.860], [-1.065, 0.036, 2.434], [-2.096, -0.635, 3.004], [-3.346, -0.026, 2.632], [-2.994, 0.550, 1.198], [-1.518, 0.963, 1.325], [-3.671, 0.712, 3.365], [-4.116, -0.786, 2.499], [-3.587, 1.426, 0.936], [-3.050, -0.169, 0.380], [-1.325, 1.980, 1.666], [-0.989, 0.813, 0.384], [2.294, -1.713, 1.228], [2.967, -2.003, -0.044], [3.910, -3.123, -0.119], [1.790, -2.168, -1.135], [0.845, -1.120, -1.339], [-0.479, -1.761, -1.267], [3.686, -0.487, -0.812], [0.997, -0.686, -2.327], [0.879, -0.325, -0.593], [-0.522, -2.214, -0.277], [-0.524, -2.605, -1.955], [-1.300, -1.053, -1.382], [4.109, -0.774, -1.775], [4.548, -0.298, -0.172], [3.004, 0.357, -0.709], [-0.410, 2.375, -2.607], [0.097, 3.770, -3.914], [-1.389, 0.864, -3.473], [-1.507, 3.200, -1.245], [0.480, 1.915, -2.179]]
}



{
  "formula": "C26H28CoN4O4S",
  "method": "wB97M-V/def2-TZVPD",
  "s2": 0.767,
  "lumo_energy_ev": [0.3, 0.5],
  "relative_energy_ev": 0.511,
  "homo_ev": [-7.82, -7.97],
  "energy_ha": -3308.535727,
  "largest_force_ev_per_a": 1.56,
  "multiplicity": 2,
  "symbols": ["Co", "O", "N", "C", "C", "C", "C", "C", "S", "H", "H", "H", "H", "O", "C", "C", "O", "O", "C", "C", "C", "C", "C", "C", "C", "C", "C", "C", "C", "C", "H", "H", "H", "H", "H", "H", "H", "H", "H", "H", "H", "C", "C", "N", "C", "N", "C", "C", "C", "N", "C", "H", "H", "H", "H", "H", "H", "H", "H", "H", "H", "H", "H", "H"],
  "positions_angstrom": [[-0.782, 1.165, -0.155], [-1.312, 2.572, -1.509], [-2.314, 3.355, -1.135], [-2.388, 4.585, -1.676], [-3.391, 5.455, -1.344], [-4.359, 5.044, -0.427], [-4.286, 3.778, 0.102], [-3.249, 2.904, -0.251], [-3.095, 1.314, 0.360], [-1.599, 4.821, -2.374], [-3.420, 6.435, -1.797], [-5.149, 5.721, -0.128], [-5.017, 3.418, 0.811], [-0.643, -0.820, 0.756], [0.024, -0.819, 2.037], [0.524, 0.658, 2.325], [1.254, 0.826, 3.286], [0.036, 1.557, 1.564], [1.223, -1.751, 1.982], [1.636, -2.313, 0.778], [2.767, -3.117, 0.726], [3.501, -3.362, 1.875], [3.083, -2.816, 3.081], [1.948, -2.024, 3.139], [-0.997, -1.227, 3.084], [-1.348, -2.571, 3.192], [-2.356, -2.971, 4.055], [-3.023, -2.028, 4.824], [-2.673, -0.690, 4.728], [-1.667, -0.289, 3.860], [-1.360, -1.461, 0.792], [1.069, -2.114, -0.123], [3.074, -3.555, -0.217], [4.389, -3.980, 1.831], [3.650, -3.009, 3.983], [1.627, -1.601, 4.080], [-0.814, -3.314, 2.607], [-2.615, -4.019, 4.135], [-3.813, -2.337, 5.497], [-3.184, 0.049, 5.331], [-1.403, 0.759, 3.789], [0.655, -1.418, -4.771], [-0.546, -0.603, -4.324], [-0.344, -0.142, -2.964], [0.878, 0.124, -2.400], [0.908, 0.714, -1.247], [2.176, 1.035, -0.596], [3.369, 0.980, -1.538], [3.263, -0.287, -2.372], [1.985, -0.306, -3.068], [1.905, -0.599, -4.488], [0.576, -1.649, -5.833], [0.706, -2.353, -4.209], [-1.450, -1.213, -4.348], [-0.692, 0.237, -5.013], [-1.099, 0.376, -2.541], [2.331, 0.339, 0.233], [2.083, 2.028, -0.156], [4.291, 0.977, -0.956], [3.375, 1.848, -2.201], [3.349, -1.164, -1.721], [4.058, -0.336, -3.115], [2.802, -1.146, -4.775], [1.873, 0.328, -5.074]]
}



{
  "formula": "C12H33AlAs3F18N3O3",
  "method": "wB97M-V/def2-TZVPD",
  "lumo_energy_ev": -9.6,
  "homo_ev": -11.15,
  "energy_ha": -9614.033389,
  "largest_force_ev_per_a": 3.18,
  "symbols": ["Al", "As", "F", "F", "F", "F", "F", "F", "As", "F", "F", "F", "F", "F", "F", "As", "F", "F", "F", "F", "F", "F", "C", "C", "C", "O", "C", "N", "H", "H", "H", "H", "H", "H", "H", "H", "H", "H", "H", "C", "C", "C", "O", "C", "N", "H", "H", "H", "H", "H", "H", "H", "H", "H", "H", "H", "C", "C", "C", "O", "C", "N", "H", "H", "H", "H", "H", "H", "H", "H", "H", "H", "H"],
  "positions_angstrom": [[-31.573, -19.383, 2.936], [-30.484, -12.432, 1.915], [-28.865, -12.364, 2.743], [-30.533, -14.193, 2.225], [-32.106, -12.531, 1.176], [-30.462, -10.684, 1.632], [-29.736, -12.658, 0.299], [-31.328, -12.123, 3.495], [-25.941, -23.232, 0.706], [-25.257, -22.981, 2.302], [-27.028, -24.464, 1.299], [-26.684, -23.530, -0.899], [-24.775, -22.087, -0.035], [-24.765, -24.567, 0.468], [-27.108, -21.903, 1.136], [-26.090, -17.223, 6.816], [-24.814, -16.486, 7.906], [-24.963, -16.863, 5.442], [-27.242, -17.912, 5.644], [-27.232, -17.516, 8.166], [-26.867, -15.615, 6.617], [-25.267, -18.841, 7.002], [-33.484, -14.911, 8.100], [-33.627, -15.932, 6.953], [-34.783, -15.542, 5.997], [-34.880, -16.512, 4.992], [-36.210, -16.520, 4.563], [-32.300, -16.082, 6.359], [-34.398, -14.792, 8.683], [-33.314, -13.966, 7.583], [-32.591, -15.089, 8.699], [-33.812, -16.889, 7.441], [-34.765, -14.532, 5.586], [-35.702, -15.401, 6.566], [-36.443, -17.248, 3.785], [-36.548, -15.527, 4.268], [-36.829, -16.802, 5.415], [-31.996, -15.188, 6.001], [-31.656, -16.222, 7.124], [-35.473, -18.249, -3.048], [-34.759, -18.866, -1.870], [-33.751, -19.880, -2.533], [-32.929, -20.483, -1.561], [-32.356, -21.620, -1.959], [-34.017, -17.813, -1.137], [-34.762, -17.623, -3.588], [-36.216, -17.576, -2.620], [-35.939, -19.019, -3.663], [-35.474, -19.288, -1.163], [-33.206, -19.430, -3.363], [-34.389, -20.686, -2.893], [-33.081, -22.345, -2.331], [-31.898, -21.973, -1.035], [-31.654, -21.661, -2.792], [-33.449, -17.401, -1.864], [-34.711, -17.083, -1.054], [-30.272, -25.843, 5.783], [-30.768, -24.438, 5.719], [-29.931, -23.483, 6.467], [-30.640, -22.306, 6.728], [-30.933, -22.145, 8.084], [-30.876, -24.065, 4.353], [-30.993, -26.499, 5.295], [-30.254, -26.128, 6.834], [-29.333, -26.124, 5.306], [-31.757, -24.419, 6.178], [-29.094, -23.103, 5.881], [-29.420, -23.905, 7.333], [-31.134, -21.101, 8.324], [-30.282, -22.439, 8.908], [-31.759, -22.840, 8.235], [-30.018, -24.402, 3.942], [-31.588, -24.673, 3.975]]
}



{
  "formula": "C11H18N3O6PPt",
  "method": "wB97M-V/def2-TZVPD",
  "s2": 2.014,
  "lumo_energy_ev": [-6.7, -10.2],
  "relative_energy_ev": 0.539,
  "homo_ev": [-15.36, -16.13],
  "energy_ha": -1505.704622,
  "largest_force_ev_per_a": 7.20,
  "multiplicity": 3,
  "charge": 2,
  "symbols": ["O", "C", "Pt", "O", "C", "C", "O", "C", "O", "C", "O", "C", "N", "C", "P", "O", "N", "C", "C", "N", "C", "C", "H", "H", "H", "H", "H", "H", "H", "H", "H", "H", "H", "H", "H", "H", "H", "H", "H", "H"],
  "positions_angstrom": [[0.020, 3.977, -2.322], [-0.159, 3.837, -3.445], [0.079, -1.157, -3.461], [0.172, 0.241, -6.243], [0.091, -0.266, -5.210], [0.071, -3.059, -3.160], [0.011, -4.209, -2.976], [-1.836, -0.857, -3.264], [-2.922, -0.467, -3.250], [1.942, -0.618, -3.225], [2.929, -0.001, -3.232], [2.247, 0.595, 1.470], [1.495, -0.223, 0.508], [2.134, -1.543, 0.370], [-0.200, -0.316, 0.630], [-0.782, -1.290, -0.343], [-0.525, -0.805, 2.216], [-1.367, -1.980, 2.413], [-0.476, 0.069, 3.376], [-0.795, 1.218, 0.365], [-2.220, 1.348, 0.034], [-0.194, 2.408, 0.954], [3.302, 0.342, 1.305], [2.016, 0.342, 2.523], [2.118, 1.674, 1.311], [2.298, -1.992, 1.368], [1.512, -2.204, -0.249], [3.115, -1.412, -0.105], [-1.319, -2.627, 1.529], [-0.997, -2.528, 3.289], [-2.411, -1.681, 2.597], [-0.418, -0.589, 4.254], [0.401, 0.726, 3.392], [-1.389, 0.683, 3.456], [-2.585, 0.422, -0.428], [-2.820, 1.575, 0.933], [-2.353, 2.173, -0.681], [0.009, 2.282, 2.034], [0.732, 2.695, 0.429], [-0.927, 3.217, 0.839]]
}